No. 1
Computed, not measured: an isolated ion of composition C28H41N2O2 and charge +1, with wB97M-V/def2-TZVPD.

Calculated values
SMILES string	CCCCCc1ccc(OCCOCCn2c[n+](C)c3ccccc32)c(CCCCC)c1
total charge	+1
2S+1	1
LUMO level	-2.921	eV

```
73
Properties=species:S:1:pos:R:3:forces:R:3
C 7.602 1.196 -1.167 -0.22 0.00 -0.14
C 6.081 1.118 -1.156 0.20 -0.01 0.29
C 5.533 1.006 0.265 -0.28 0.01 -0.46
C 4.009 0.932 0.289 0.34 0.01 0.39
C 3.466 0.811 1.719 -0.07 0.03 -0.36
C 1.968 0.748 1.721 0.05 0.05 0.16
C 1.201 1.895 1.857 0.08 -0.19 -0.01
C -0.182 1.833 1.829 -0.32 0.01 0.01
C -0.822 0.616 1.651 0.13 -0.07 -0.03
O -2.191 0.479 1.577 0.27 -0.19 -0.01
C -3.004 1.521 2.080 -0.53 0.18 0.06
C -4.463 1.053 2.053 0.51 0.17 0.21
O -4.958 0.876 0.742 0.08 0.01 -0.40
C -4.703 -0.377 0.146 -0.06 -0.21 -0.22
C -4.272 -0.180 -1.316 -0.72 -0.32 0.71
N -2.980 0.454 -1.409 0.61 0.01 -0.19
C -1.809 -0.155 -1.571 0.01 -0.05 -0.02
N -0.805 0.713 -1.566 -0.72 -0.13 0.00
C 0.591 0.432 -1.748 0.82 -0.09 0.01
C -1.339 1.968 -1.369 -0.88 0.41 0.10
C -0.746 3.221 -1.261 -0.02 -0.04 -0.04
C -1.591 4.294 -1.071 0.17 -0.09 -0.02
C -2.979 4.133 -0.990 -0.14 -0.13 -0.03
C -3.577 2.894 -1.087 0.01 0.03 -0.05
C -2.734 1.805 -1.274 0.75 0.63 -0.01
C -0.069 -0.559 1.499 -0.30 0.08 0.04
C -0.774 -1.880 1.335 0.16 -0.02 -0.13
C -0.058 -2.885 0.431 -0.44 -0.06 0.19
C -0.968 -4.057 0.068 0.53 0.01 -0.15
C -0.268 -5.071 -0.834 -0.35 -0.03 0.10
C -1.179 -6.241 -1.185 0.23 0.12 -0.02
C 1.312 -0.466 1.543 -0.13 0.20 0.07
H 7.973 1.272 -2.186 0.13 0.01 -0.06
H 8.033 0.308 -0.711 0.10 -0.08 0.04
H 7.944 2.066 -0.612 0.09 0.08 0.05
H 5.757 0.252 -1.738 -0.08 0.01 -0.05
H 5.669 2.011 -1.633 -0.08 -0.01 -0.05
H 5.945 0.114 0.740 0.06 -0.02 0.09
H 5.861 1.871 0.846 0.05 0.01 0.09
H 3.681 0.068 -0.296 -0.07 -0.02 -0.07
H 3.595 1.830 -0.179 -0.07 0.02 -0.06
H 3.875 -0.090 2.178 0.05 0.01 0.08
H 3.802 1.671 2.300 0.05 -0.02 0.07
H 1.683 2.850 2.006 0.08 0.13 0.04
H -0.751 2.740 1.958 -0.08 0.09 0.00
H -2.907 2.423 1.463 0.02 -0.07 0.11
H -2.722 1.760 3.112 0.00 0.01 -0.05
H -4.567 0.131 2.635 -0.03 0.05 0.01
H -5.084 1.830 2.501 0.08 -0.08 0.07
H -5.624 -0.976 0.149 0.12 0.02 -0.03
H -3.926 -0.919 0.692 -0.07 -0.01 -0.07
H -5.006 0.457 -1.814 0.11 -0.10 -0.10
H -4.229 -1.148 -1.816 -0.01 0.10 -0.04
H -1.691 -1.215 -1.700 0.03 -0.18 -0.02
H 0.994 1.068 -2.536 -0.08 -0.05 -0.02
H 0.723 -0.610 -2.030 -0.03 0.02 0.01
H 1.136 0.623 -0.821 -0.10 -0.03 -0.05
H 0.323 3.345 -1.317 0.15 0.03 0.00
H -1.175 5.284 -0.981 0.06 0.09 0.00
H -3.596 5.005 -0.841 -0.08 0.07 0.01
H -4.643 2.770 -0.992 -0.10 0.00 0.01
H -1.774 -1.691 0.940 -0.02 -0.09 0.06
H -0.906 -2.327 2.324 -0.15 -0.03 0.00
H 0.281 -2.389 -0.483 0.10 0.02 -0.06
H 0.826 -3.276 0.936 0.13 0.02 -0.07
H -1.292 -4.556 0.983 -0.12 -0.01 0.05
H -1.867 -3.687 -0.436 -0.11 0.02 0.02
H 0.060 -4.577 -1.753 0.09 0.03 0.01
H 0.622 -5.446 -0.327 0.09 0.04 -0.02
H -2.069 -5.895 -1.707 -0.11 -0.01 -0.06
H -0.660 -6.948 -1.825 -0.04 -0.13 -0.07
H -1.493 -6.761 -0.284 -0.07 -0.09 0.07
H 1.902 -1.364 1.454 0.11 -0.17 -0.04
```
Forces are in eV/Å.

These are the Mulliken partial charges, in e, on atoms 1 to 4: -1.300, -0.322, -0.744, -0.307

No. 2
Computed, not measured: C28H41N3PmSi2 as an isolated structure, with wB97M-V/def2-TZVPD.

Calculated values
total charge	+1
2S+1	5
⟨S²⟩	6.0139
LUMO level (spin up / spin down)	-3.363 / -3.290	eV

```
75
Properties=species:S:1:pos:R:3:forces:R:3
Pm 9.504 12.505 12.816 -1.07 0.94 -0.88
C 8.599 14.671 11.572 1.24 -0.52 -0.12
Si 10.163 15.758 11.268 -0.85 -0.48 0.07
C 11.761 14.683 11.120 0.66 0.27 -0.44
N 11.614 13.273 11.553 -1.32 -0.78 -0.45
C 11.064 12.426 10.394 0.34 0.03 2.04
C 12.116 11.748 9.509 0.16 0.06 0.08
C 13.396 11.294 10.293 -0.89 -0.68 -1.30
C 13.877 12.306 11.297 0.94 -0.87 1.58
C 12.788 12.673 12.288 -0.54 1.30 -1.66
C 10.333 16.976 12.644 -0.17 0.50 1.27
C 9.307 17.051 13.622 0.85 -0.59 -0.14
C 9.298 18.033 14.596 -0.08 0.47 0.00
C 10.378 18.931 14.659 -0.69 0.57 0.40
C 11.371 18.954 13.690 -0.67 -2.15 -0.22
C 11.338 17.942 12.690 0.09 1.36 0.00
C 9.989 16.834 9.755 -0.32 1.69 -0.42
C 9.649 16.232 8.543 -0.80 1.63 -0.87
C 9.155 16.986 7.435 0.63 0.40 0.59
C 9.022 18.392 7.539 0.62 -2.14 0.85
C 9.343 18.996 8.767 -0.14 0.46 -0.37
C 9.856 18.288 9.838 -0.08 -2.09 -0.84
H 8.146 14.524 10.578 0.25 -0.44 -0.03
H 7.851 15.335 12.018 0.12 -0.09 0.34
H 12.575 15.113 11.710 -0.20 0.24 0.19
H 12.160 14.768 10.081 -0.28 -0.34 0.44
H 10.408 13.057 9.777 0.02 -0.16 0.48
H 10.396 11.648 10.946 0.92 0.14 -1.62
H 12.382 12.448 8.665 -0.27 -0.76 0.84
H 11.593 10.858 9.116 0.50 0.41 -0.30
H 14.158 11.047 9.538 -0.06 0.31 0.30
H 13.172 10.309 10.736 0.04 0.42 0.32
H 14.327 13.162 10.845 0.02 0.80 -0.48
H 14.687 11.876 11.920 -0.17 0.00 -0.45
H 13.080 13.390 13.073 0.03 -0.24 -0.43
H 12.490 11.756 12.762 -0.50 -0.74 0.47
H 8.618 16.215 13.646 -0.38 0.44 0.00
H 8.420 18.181 15.258 0.87 -0.38 -0.27
H 10.356 19.658 15.478 0.20 -0.14 -0.44
H 12.198 19.621 13.746 0.34 0.57 -0.05
H 12.039 18.074 11.852 -0.07 -0.48 0.47
H 9.686 15.171 8.413 0.09 -0.64 0.07
H 8.926 16.458 6.495 0.09 0.41 0.54
H 8.753 18.934 6.659 -0.41 0.50 -0.18
H 9.160 20.066 8.902 0.28 -0.26 -0.20
H 10.175 18.840 10.705 -0.23 -0.12 0.26
N 6.875 11.298 17.636 1.08 0.05 -0.33
C 7.566 12.038 16.697 -0.96 0.26 0.59
C 6.819 12.828 15.790 0.44 0.01 -0.51
C 7.474 13.676 14.913 1.18 -0.71 -0.14
N 8.850 13.667 14.855 0.12 0.78 1.26
C 9.594 13.032 15.834 -1.71 -0.01 -0.71
C 8.986 12.150 16.709 -0.46 -0.44 0.20
H 5.890 11.056 17.538 0.65 0.36 0.05
H 7.368 11.013 18.484 -0.45 -0.09 -0.64
H 5.753 12.684 15.734 -0.23 0.36 0.20
H 6.986 14.376 14.189 0.31 -0.99 0.64
H 10.653 13.313 15.886 -0.29 -0.50 -0.24
H 9.508 11.442 17.359 0.21 0.72 0.00
C 6.805 7.846 11.047 1.15 -0.14 -0.25
Si 6.993 9.767 11.015 0.95 -0.31 1.32
C 5.334 10.572 11.267 -0.91 0.66 -0.90
C 7.524 10.433 9.332 0.19 -0.34 0.01
C 8.093 10.287 12.563 0.32 0.76 -0.76
H 6.632 7.424 10.027 -0.17 0.28 0.80
H 6.009 7.539 11.750 0.28 0.11 -0.44
H 7.772 7.362 11.407 -1.13 0.65 -0.36
H 4.512 10.095 10.692 0.57 0.19 0.12
H 5.302 11.661 10.999 0.20 -0.84 0.20
H 5.030 10.487 12.291 -0.17 -0.01 0.78
H 6.696 10.101 8.667 0.75 0.32 0.01
H 8.518 10.160 8.944 -0.47 -0.38 0.01
H 7.553 11.523 9.366 -0.36 0.15 0.03
H 8.743 9.439 12.914 -0.60 0.56 -0.20
H 7.346 10.540 13.357 0.41 -0.30 -0.18
```
Forces are in eV/Å.

These are the Mulliken partial charges, in e, on atoms 1 to 4: 0.924, -1.257, 0.567, -1.196

No. 3
Computed, not measured: a 2-piece molecular cluster, C28H41N4O3 overall, with wB97M-V/def2-TZVPD.

Calculated values
total charge	+1
2S+1	1
LUMO level	-3.569	eV

```
76
Properties=species:S:1:pos:R:3:forces:R:3
C 5.339 -0.488 1.939 0.10 -0.19 1.00
C 4.106 0.405 2.374 1.14 -0.10 0.35
N 3.160 0.769 1.294 0.44 -0.76 -0.46
C 2.560 -0.397 0.614 -0.37 0.02 -0.35
C 1.556 -1.084 1.634 0.09 -0.31 -0.45
C 0.177 -1.471 0.997 0.27 -2.33 0.19
C -0.047 -2.916 0.821 -2.46 2.03 -0.88
C -1.328 -3.398 0.260 0.38 1.79 0.35
C -1.574 -4.930 0.116 0.74 0.78 -0.32
C -2.319 -2.374 -0.130 2.06 0.91 1.07
N -3.593 -2.764 -0.683 0.89 -0.19 1.92
C -4.397 -3.265 0.198 -0.68 -0.61 -0.49
C -5.723 -3.907 -0.341 0.48 0.72 0.59
C -4.177 -3.316 1.746 -0.52 -0.39 0.15
C -2.001 -0.933 0.057 -0.54 -1.26 -0.44
C -3.119 0.062 -0.434 0.08 -1.13 -0.07
C -4.349 0.159 0.576 -0.16 0.93 -0.01
C -4.267 1.339 1.588 -0.68 2.51 1.22
C -3.381 1.426 2.745 -0.55 0.63 -0.47
C -3.327 2.579 3.649 -1.79 0.48 -1.75
C -4.233 3.702 3.408 -0.55 -1.51 -1.64
C -5.181 3.646 2.276 1.20 -1.88 -0.18
C -5.187 2.493 1.371 1.63 -0.36 1.82
N -0.786 -0.515 0.629 -0.31 -2.22 -0.58
C -0.460 0.918 0.838 0.98 1.98 0.72
N -0.280 1.294 2.279 0.46 -0.79 -0.82
C 3.695 1.759 0.365 -0.17 1.44 -0.35
C 4.699 1.475 -0.803 0.47 -0.04 0.69
O 3.314 2.904 0.507 0.45 -1.14 -0.09
H 5.880 -0.138 1.026 -0.67 -0.35 0.71
H 6.090 -0.436 2.785 -0.80 -0.12 -0.90
H 5.035 -1.575 1.864 0.42 1.17 -0.23
H 4.501 1.354 2.825 -0.50 -0.76 -0.48
H 3.589 -0.146 3.212 0.24 0.66 -0.97
H 3.291 -1.171 0.251 -0.48 0.68 0.33
H 2.036 -0.009 -0.311 0.46 -0.55 1.01
H 2.059 -2.028 1.999 -0.87 0.90 -0.43
H 1.464 -0.423 2.530 -0.13 -0.57 -0.92
H 0.712 -3.675 1.121 -0.61 1.04 -0.21
H -1.166 -5.227 -0.899 -0.56 0.20 1.07
H -2.654 -5.224 0.177 1.18 0.32 -0.02
H -0.942 -5.440 0.894 -0.85 0.33 -0.76
H -6.577 -3.261 0.016 0.74 -0.69 -0.43
H -5.709 -3.957 -1.460 0.00 0.06 1.13
H -5.867 -4.922 0.115 0.17 0.86 -0.44
H -3.490 -4.148 2.081 -0.64 0.77 -0.62
H -5.176 -3.541 2.222 1.07 0.36 -0.45
H -3.765 -2.372 2.191 -0.38 -0.81 -0.60
H -3.542 -0.425 -1.365 0.65 0.42 0.99
H -2.724 1.055 -0.761 -0.38 -0.82 0.59
H -5.254 0.348 -0.076 0.95 -0.20 0.77
H -4.553 -0.804 1.107 0.43 0.83 -0.54
H -2.679 0.567 2.925 -0.85 0.96 -0.06
H -2.619 2.637 4.510 -0.68 -0.27 -0.99
H -4.265 4.623 4.037 0.25 -1.10 -0.46
H -5.923 4.458 2.051 1.01 -0.79 0.51
H -5.896 2.433 0.512 0.62 0.23 0.84
H -1.215 1.631 0.429 0.29 -1.30 0.11
H 0.522 1.185 0.344 -1.21 -0.64 0.20
H -0.445 0.472 2.867 -0.03 0.51 -0.10
H 0.711 1.546 2.387 -0.50 -0.10 0.14
H 5.661 2.008 -0.527 -1.09 -0.51 -0.20
H 4.325 1.984 -1.727 0.23 -0.71 0.77
H 4.974 0.399 -0.941 -0.55 0.94 -0.13
O 3.404 0.180 -4.994 0.49 -0.02 -0.04
C 4.042 1.152 -5.289 -0.49 -0.22 0.33
O 5.394 1.165 -5.419 -0.32 -0.17 0.03
C 5.841 2.506 -5.669 0.32 0.27 -0.10
C 4.634 3.230 -6.229 -0.13 0.42 -0.18
C 3.483 2.535 -5.523 0.25 0.25 -0.47
H 6.185 2.940 -4.726 -0.02 -0.04 -0.02
H 6.672 2.489 -6.373 0.00 -0.22 0.14
H 4.665 4.307 -6.067 0.08 -0.07 0.01
H 4.564 3.054 -7.305 0.04 0.02 0.07
H 3.260 2.996 -4.558 -0.11 -0.08 -0.02
H 2.592 2.497 -6.146 -0.12 -0.12 0.31
```
Forces are in eV/Å.

These are the Mulliken partial charges, in e, on atoms 1 to 4: -0.905, -0.527, 0.324, -0.929

Taking the records one at a time from the top gives F_max values of 1.06, 2.38, 3.31 eV/Å.